[1]
2 unconnected molecules or ions with the total composition C2H5IN2 in a non-equilibrium geometry. Source: the OMol25 dataset; level of theory: wB97M-V/def2-TZVPD.

Last column: Mulliken charge in e.
Atoms and positions in Å:
C 0.44591 -1.00217 0.06272  -0.64
C -0.74469 -0.63264 -0.69646  -0.60
N 0.65625 1.63711 0.51687  -0.02
N -0.21524 1.93621 -0.22737  -0.29
I -2.71286 -0.37583 0.02917  0.03
H 0.30381 -1.72168 0.87467  0.32
H 1.14541 -1.45662 -0.67773  0.26
H 0.75425 -0.19672 0.76910  0.28
H -0.79508 -0.55045 -1.77459  0.44
H 1.16224 2.36280 1.12363  0.22

* spin multiplicity: 1
* total charge: 0
* E_HOMO (alpha / beta): -0.279 / -0.303 hartree
* electronic energy: -486.253630 hartree
* ΔE to the lowest compared entry with this formula, charge and spin: 271.8 kJ/mol
* LUMO (alpha / beta): 0.25 / 0.39 eV

=====

[2]
C12H20N3OPS in the gas phase in a non-equilibrium geometry. Source: the OMol25 dataset; level of theory: wB97M-V/def2-TZVPD.

Last column: Mulliken charge in e.
Atoms and positions in Å:
O 1.98764 -0.68946 1.70566  -0.86
N -1.47558 -1.13847 -0.34912  -0.48
S 3.78588 -0.81958 -0.72630  -0.18
C -0.35459 -0.75764 0.22398  -0.58
C -2.89903 -0.81394 1.63037  -0.03
C -3.52627 -2.45998 -0.05687  -0.72
C -4.04708 -1.01980 2.27480  -0.61
C -4.67706 -2.65943 0.67604  -0.22
C -2.60384 -1.49045 0.36873  0.26
C -5.01717 -1.92992 1.88526  0.52
N 2.39356 1.57346 0.70928  -0.42
N 0.72884 -0.33791 -0.51576  0.26
C 3.44167 -2.60612 -0.91079  -0.86
C -6.13215 -2.34293 2.75031  -1.36
C 3.75290 2.18068 0.57313  -0.88
C -0.14684 1.20190 -2.15418  -1.13
C 0.74799 -0.03728 -1.97147  -0.58
P 2.18327 -0.07658 0.34865  0.81
H -0.26093 -0.89826 1.24018  0.85
H -2.37841 0.02246 2.10664  0.36
H -3.48841 -2.99055 -0.99763  0.38
H -4.23764 -0.45374 3.19190  0.22
H -5.46733 -3.30785 0.27331  0.30
H 2.20344 1.53407 1.71193  0.31
H 2.37532 -2.83312 -0.86307  0.24
H 3.89989 -3.25596 -0.18284  0.34
H 3.73266 -2.85612 -1.85267  0.41
H -6.07899 -3.41590 3.07666  0.29
H -7.07245 -2.03517 2.19010  0.29
H -6.08955 -1.85936 3.68165  0.39
H 4.14899 1.81693 -0.38122  0.30
H 4.43035 2.02809 1.39869  0.32
H 3.81408 3.23021 0.60997  0.32
H -1.03825 1.12865 -1.64943  0.32
H 0.35290 2.09222 -1.65539  0.26
H -0.37592 1.39827 -3.18507  0.38
H 0.35728 -0.89087 -2.47565  0.37
H 1.77077 0.20170 -2.33725  0.40

* spin multiplicity: 1
* structure (SMILES): CCN(/C=N/c1ccc(C)cc1)[P@](=O)(NC)SC
* total charge: 0
* E_HOMO: -0.277 hartree
* electronic energy: -1448.302974 hartree
* ΔE to the lowest compared entry with this formula, charge and spin: 155.7 kJ/mol
* LUMO: 0.48 eV

=====

[3]
12 unconnected molecules or ions with the total composition H24O12. Source: the OMol25 dataset; level of theory: wB97M-V/def2-TZVPD.

Last column: Mulliken charge in e.
Atoms and positions in Å:
O 3.28468 -4.05722 4.00511  -0.64
H 2.69941 -3.33489 4.23301  0.32
H 3.45745 -3.94050 3.07088  0.31
O -3.65253 1.73197 -0.99091  -0.63
H -4.16522 1.15118 -1.55312  0.31
H -3.16845 1.14144 -0.41372  0.32
O 2.09362 3.73761 1.20174  -0.64
H 2.12746 4.69416 1.19177  0.31
H 1.56001 3.50840 0.44084  0.33
O 0.81521 -1.64511 -4.27917  -0.63
H 0.08670 -1.73501 -4.89350  0.31
H 1.57650 -1.96897 -4.76064  0.32
O -2.79746 1.87586 3.75127  -0.63
H -3.12192 2.77593 3.78051  0.32
H -1.84477 1.96488 3.72545  0.32
O 3.14768 0.55506 3.21820  -0.63
H 3.07232 1.41558 2.80582  0.32
H 2.25278 0.21560 3.23043  0.29
O -0.03908 -2.00399 4.94474  -0.61
H -0.27867 -2.64133 5.61751  0.31
H -0.87584 -1.66730 4.62425  0.31
O 0.03301 3.83546 -2.27861  -0.64
H 0.44877 3.55632 -3.09437  0.32
H -0.62923 3.16632 -2.10557  0.32
O -3.45112 -2.09154 -2.37515  -0.60
H -3.58579 -2.77419 -3.03248  0.29
H -3.92109 -2.40600 -1.60283  0.31
O -0.26031 -0.83416 0.27456  -0.63
H -0.48683 -1.10203 -0.61604  0.31
H 0.63656 -1.14502 0.39790  0.31
O 4.95695 -1.61235 -0.84755  -0.64
H 4.76103 -1.27015 -1.71976  0.31
H 5.21627 -0.84296 -0.34057  0.33
O -3.11697 0.91562 -5.24621  -0.63
H -2.97286 0.22638 -4.59782  0.31
H -3.85829 0.60493 -5.76599  0.31

* spin multiplicity: 1
* structure (SMILES): O.O.O.O.O.O.O.O.O.O.O.O
* total charge: 0
* E_HOMO: -0.407 hartree
* electronic energy: -917.226950 hartree
* ΔE to the lowest compared entry with this formula, charge and spin: 258.4 kJ/mol
* LUMO: -0.14 eV

=====

[4]
A molecular structure, C25H33BrNO6Se2W in a non-equilibrium geometry. Source: the OMol25 dataset; level of theory: wB97M-V/def2-TZVPD.

Last column: Mulliken charge in e.
Atoms and positions in Å:
W 0.47457 -0.41436 0.42113  0.13
O -0.34453 4.89831 3.41152  -0.51
C -0.03049 3.78018 2.76308  0.97
C 0.80710 2.79655 3.30300  -0.49
C 1.05018 1.68105 2.54230  -0.05
N 0.54671 1.54250 1.32328  0.23
C -0.28147 2.45841 0.81264  0.59
C -0.60818 3.59684 1.49729  -0.85
C -0.82209 2.00254 -0.50973  -0.12
O -1.68021 2.55303 -1.11596  -0.55
O -0.20810 0.85358 -0.89834  -0.73
C 1.76373 0.43175 2.96962  0.43
O 2.31634 0.31003 4.01934  -0.58
O 1.63653 -0.53370 2.05004  -0.56
H 0.07980 4.94480 4.27783  0.33
H 1.22960 2.87325 4.29684  0.50
H -1.29701 4.32338 1.08977  0.63
C 2.13003 -3.56083 -0.78763  -0.90
Se 0.57293 -2.85162 0.15591  0.12
C 0.78593 -1.39628 -3.67992  -0.27
C 2.02048 -1.36723 -4.16014  -0.61
Se 2.64694 -0.17838 -0.88551  0.05
C 2.42967 1.41381 -1.98565  -0.80
H 1.78972 -3.95943 -1.73962  0.31
H 2.51853 -4.36292 -0.16686  0.37
H 2.89163 -2.80627 -0.94603  0.20
H 0.12206 -0.54098 -3.74333  0.19
H 0.38099 -2.28610 -3.21146  0.20
H 2.42032 -0.48767 -4.65018  0.29
H 2.66841 -2.23409 -4.11603  0.26
H 3.33831 1.53692 -2.56629  0.42
H 2.27365 2.26596 -1.32846  0.31
H 1.56778 1.27146 -2.62775  0.17
C -6.47910 -4.28176 0.88979  -2.19
C -5.76911 -3.89772 2.18797  1.78
C -6.75532 -3.11808 3.07036  -1.57
C -5.34071 -5.18485 2.90868  -1.55
C -4.53608 -3.03724 1.93507  -0.44
C -4.13676 -2.66097 0.66385  0.50
C -3.00208 -1.88723 0.49865  -0.53
Br -2.53889 -1.35228 -1.25934  -0.10
C -2.23707 -1.47336 1.58328  0.71
O -1.10868 -0.73228 1.37321  1.41
C -2.63272 -1.81196 2.89258  -1.38
C -3.76852 -2.59303 3.01663  -0.33
C -1.82496 -1.37084 4.11572  2.47
C -2.50500 -1.77433 5.42988  -2.42
C -0.44889 -2.05333 4.08459  -1.37
C -1.69133 0.15974 4.15269  -1.49
H -7.34792 -4.89732 1.12334  0.42
H -5.83097 -4.86308 0.23121  0.43
H -6.83464 -3.40368 0.34738  0.42
H -7.64230 -3.72510 3.25725  0.46
H -7.06942 -2.19505 2.58009  0.37
H -6.32069 -2.85995 4.03684  0.33
H -6.21424 -5.81020 3.09883  0.47
H -4.86748 -4.97503 3.86861  0.31
H -4.63775 -5.75559 2.29946  0.36
H -4.69380 -2.95422 -0.21283  0.62
H -4.08779 -2.87548 4.00746  0.48
H -2.58096 -2.85685 5.53668  0.42
H -3.50117 -1.33895 5.52489  0.45
H -1.90040 -1.40952 6.26096  0.46
H -0.56745 -3.13547 4.16020  0.39
H 0.15418 -1.72011 4.93129  0.45
H 0.10781 -1.84363 3.17133  0.04
H -2.67229 0.62158 4.28190  0.44
H -1.25074 0.56559 3.24539  0.04
H -1.06550 0.44861 5.00002  0.49

* spin multiplicity: 1
* total charge: +1
* E_HOMO (alpha / beta): -0.421 / -0.412 hartree
* electronic energy: -8922.453086 hartree
* ΔE to the lowest compared entry with this formula, charge and spin: 148.4 kJ/mol
* LUMO (alpha / beta): -5.10 / -5.62 eV